Entry 1:
Formula: C21H30BBr2F3O9
Source: the OMol25 dataset
Level of theory: the ωB97M-V functional and the def2-TZVPD basis

Calculated values
LUMO level	-0.0044	hartree
HOMO	-8.88	eV
calculated total energy	-189605.1548	eV
gap between HOMO and LUMO	8.762	eV
SMILES	C/C(Br)=C(/Br)BCOC(F)(F)F.O=C1CCCO1.O=C1CCCO1.O=C1CCCO1.O=C1CCCO1

Structure (ORCA input):
```
! RIJCOSX wB97M-V def2-TZVPD def2/J DEFGRID3
* xyz 0 1
Br -1.832 -3.077 -4.459
Br -4.304 -4.008 -2.296
F 0.367 1.031 0.897
F 1.373 -0.652 -0.008
F -0.642 -0.876 0.782
O 4.884 4.065 4.901
O 0.993 -0.050 -5.432
O -5.344 1.358 -1.278
O 0.574 -4.465 4.520
O 3.807 4.845 3.105
O 2.572 -0.092 -3.862
O -4.260 2.829 0.003
O -0.334 0.375 -1.042
O 0.891 -6.558 3.802
C 2.738 2.890 2.341
C -5.655 2.891 1.899
C -3.397 -2.352 -2.197
C 0.932 -5.385 3.588
C 2.150 -0.135 -5.150
C -6.005 1.665 1.055
C 0.628 -3.141 3.965
C 3.221 2.672 3.774
C -4.260 3.231 1.384
C -5.214 1.899 -0.219
C 4.452 -0.737 -5.121
C -0.340 -0.603 -2.117
C -3.849 -1.430 -1.101
C 4.010 -0.117 -3.799
C 1.344 -4.675 2.309
C 3.346 -0.275 -6.071
C 4.084 3.896 4.032
C 0.181 -0.037 0.109
C 1.582 -3.241 2.781
C -2.440 -2.000 -3.044
C 2.741 4.411 2.244
B -1.729 -0.624 -2.868
H 0.518 -4.746 1.600
H -2.219 0.378 -3.274
H -0.381 -2.853 3.659
H -4.420 -1.964 -0.343
H -6.342 3.705 1.668
H 1.808 4.850 2.605
H 3.127 -0.982 -6.866
H 4.307 -0.698 -2.930
H 0.967 -2.455 4.738
H 1.403 -2.483 2.022
H 1.772 2.450 2.121
H -7.064 1.575 0.830
H 5.454 -0.435 -5.417
H -5.653 0.737 1.507
H 4.436 -1.824 -5.041
H 2.400 2.679 4.493
H 4.365 0.909 -3.681
H -4.025 4.291 1.432
H 2.224 -5.147 1.884
H 3.806 1.766 3.906
H -0.052 -1.595 -1.769
H 3.465 2.475 1.641
H 0.406 -0.290 -2.851
H 3.554 0.704 -6.507
H -4.501 -0.650 -1.502
H -5.682 2.720 2.972
H -3.003 -0.957 -0.597
H -3.478 2.670 1.902
H 2.936 4.782 1.241
H 2.610 -3.136 3.128
*
```



Entry 2:
Formula: C3H53O24
Source: the OMol25 dataset
Level of theory: the ωB97M-V functional and the def2-TZVPD basis

Calculated values
LUMO level	0.0596	hartree
HOMO	-5.98	eV
relative energy (zero: lowest compared OMol25 entry of this formula, charge and spin)	32.0	kcal per mole
calculated total energy	-53114.5287	eV
gap between HOMO and LUMO	7.606	eV

Structure (ORCA input):
```
! RIJCOSX wB97M-V def2-TZVPD def2/J DEFGRID3
* xyz -1 1
O 0.487 3.674 1.306
O -1.333 -3.250 0.777
O 1.068 1.128 1.076
O 1.104 -1.665 -3.428
O -2.250 -2.381 -1.588
O 2.820 2.549 2.642
O -4.519 1.230 -0.903
O -3.396 -0.904 2.778
O 0.200 4.039 -1.275
O 1.424 1.730 -3.487
O 3.196 -0.681 1.378
O 2.848 -3.369 -1.407
O 1.200 -3.905 0.860
O -1.969 2.401 -1.692
O 0.317 -4.052 -2.453
O -3.270 3.835 0.403
O 2.697 1.941 -1.023
O -0.869 0.105 -2.802
O -1.789 4.041 2.828
O 1.052 -0.257 3.391
O -1.010 -1.981 3.247
O -4.079 -1.517 0.384
O 4.165 -1.049 -1.477
O 2.387 -2.740 2.880
C 0.222 0.664 0.056
C 0.731 -0.759 -0.266
C -1.185 0.595 0.580
H 0.477 -1.032 -3.794
H 2.122 1.621 -0.333
H -1.150 2.876 -1.578
H -2.602 2.868 -2.319
H 1.671 -0.604 -0.814
H 2.240 2.008 2.103
H 2.570 -1.894 2.480
H -2.242 4.272 2.040
H -4.252 -2.464 0.523
H 3.397 1.263 -1.164
H -0.400 -4.377 -3.001
H 3.982 -0.118 1.248
H -1.843 -2.571 -0.762
H 1.886 -1.705 -3.978
H 0.990 4.057 -1.828
H 2.543 -0.477 0.724
H -5.120 1.589 -1.526
H -1.181 0.929 -2.440
H 2.134 2.864 3.241
H 0.450 -3.186 -2.774
H -1.497 -2.778 1.577
H -3.641 -1.118 1.845
H -3.603 1.458 -1.113
H -1.876 -0.034 0.030
H -1.705 1.521 0.886
H 0.249 1.348 -0.853
H 3.994 -0.588 -2.290
H 1.836 -3.722 0.159
H -0.238 4.820 -1.608
H -0.359 -1.343 3.381
H -2.907 -3.062 -1.600
H 0.659 1.139 -3.316
H 0.553 0.312 3.930
H 0.990 -1.248 0.720
H -0.963 3.722 2.467
H 3.162 -2.458 -1.622
H 1.678 -3.595 1.610
H -3.463 -0.010 3.003
H -0.358 -3.394 0.827
H 0.041 -1.412 -0.905
H 0.446 3.799 0.336
H -0.718 -0.469 -2.044
H 0.503 2.704 1.284
H 1.009 0.113 2.511
H 1.784 1.866 -2.596
H -3.415 -1.586 -0.328
H -2.679 3.245 0.006
H -1.087 0.051 1.553
H -2.856 4.681 0.233
H 3.198 -3.143 3.189
H 2.027 -3.479 -1.871
H 5.101 -1.251 -1.448
H -1.787 -1.436 3.212
*
```



Entry 3:
Formula: C11H25F5NO3P2TeY
Source: the OMol25 dataset
Level of theory: the ωB97M-V functional and the def2-TZVPD basis

Calculated values
LUMO level (spin up / spin down)	0.0043 / 0.0047	hartree
HOMO (spin up / spin down)	-4.24 / -4.85	eV
relative energy (zero: lowest compared OMol25 entry of this formula, charge and spin)	0.0	kcal per mole
calculated total energy	-59949.2070	eV
gap between HOMO and LUMO (spin up / spin down)	4.360 / 4.976	eV

Structure (ORCA input):
```
! RIJCOSX wB97M-V def2-TZVPD def2/J DEFGRID3
* xyz 0 1
Te 1.543 -0.100 4.052
Y -0.195 -2.043 1.782
P -3.215 0.840 0.083
P 2.959 -1.068 0.363
F 0.452 0.238 2.277
F 3.356 -0.713 3.893
F -2.032 -1.116 2.304
F 2.361 1.522 3.252
F -0.094 -4.043 1.268
O 1.079 2.508 -1.577
O -2.095 1.312 1.149
O 1.013 -1.861 3.557
N -0.223 -1.269 -0.713
C -3.219 2.141 -1.133
C 4.612 -1.612 0.756
C -4.752 0.757 0.988
C -0.191 -0.289 -3.347
C 0.879 -1.378 -1.495
C 2.140 -2.042 -0.925
C 0.924 -0.921 -2.810
C 2.896 0.697 0.161
C -1.331 -0.202 -2.558
C -2.672 -0.785 -0.531
C -1.341 -0.736 -1.276
H 1.111 2.182 -2.491
H -4.637 0.069 1.837
H -3.459 -1.119 -1.224
H -2.390 2.042 -1.841
H -2.653 -1.469 0.329
H 4.777 -2.637 0.399
H 3.881 1.033 -0.199
H -1.136 3.546 1.351
H -3.105 3.108 -0.629
H 2.864 -2.166 -1.682
H -1.499 2.776 1.271
H 2.213 -1.403 1.520
H 2.120 1.043 -0.541
H -1.889 0.599 1.814
H -4.998 1.761 1.366
H 5.344 -0.931 0.300
H 1.882 -3.022 -0.489
H 1.852 -1.038 -3.369
H 4.717 -1.586 1.851
H -2.244 0.253 -2.945
H 2.702 1.161 1.139
H -0.176 0.125 -4.354
H 1.601 3.292 -1.581
H -4.163 2.135 -1.694
H -5.569 0.407 0.341
*
```



Entry 4:
Formula: C22H24N4O4S
Source: the OMol25 dataset
Level of theory: the ωB97M-V functional and the def2-TZVPD basis

Calculated values
LUMO level	0.0205	hartree
HOMO	-8.44	eV
relative energy (zero: lowest compared OMol25 entry of this formula, charge and spin)	31.9	kcal per mole
calculated total energy	-48190.8005	eV
gap between HOMO and LUMO	9.000	eV
SMILES	Cc1ccc(N(CC(=O)NCc2ccco2)C(=O)CCC(=O)Nc2nccs2)cc1C

Structure (ORCA input):
```
! RIJCOSX wB97M-V def2-TZVPD def2/J DEFGRID3
* xyz 0 1
S -3.654 1.402 -0.390
O 2.260 3.143 -0.414
O -2.117 2.404 1.945
O 0.203 0.122 -3.572
O -1.689 -0.050 -1.115
N 1.411 -0.044 -1.681
N -3.572 -0.642 -2.179
N 0.190 2.262 -0.615
N -5.606 0.455 -1.785
C 1.814 -0.709 -0.489
C 0.518 -0.513 -2.581
C -2.205 1.686 3.078
C 3.552 -1.831 0.761
C -5.226 2.091 -0.223
C 1.506 2.314 -0.882
C 1.409 -1.412 1.760
C -0.814 2.445 1.596
C -1.544 -1.860 -2.702
C -4.345 0.312 -1.559
C 3.156 -2.562 3.135
C 0.961 -0.804 0.602
C 1.993 1.267 -1.887
C 2.695 -1.924 1.862
C 4.946 -2.374 0.830
C -0.429 3.156 0.340
C -2.243 -0.774 -1.920
C -0.975 1.259 3.470
C -0.066 1.755 2.504
C -6.114 1.463 -1.033
C 3.100 -1.224 -0.401
C -0.064 -1.898 -2.322
H 0.463 -2.613 -2.956
H 4.932 -3.438 1.064
H 0.310 3.935 0.552
H 0.062 -2.189 -1.281
H 0.996 1.622 2.482
H 3.083 1.218 -1.815
H 3.757 -1.149 -1.256
H 5.512 -1.871 1.613
H 2.367 -2.546 3.882
H 0.742 -1.478 2.608
H -1.634 -1.618 -3.764
H 3.449 -3.598 2.962
H -7.160 1.691 -1.127
H -5.398 2.904 0.451
H -3.180 1.556 3.503
H -1.324 3.604 -0.100
H -0.742 0.674 4.336
H -4.040 -1.222 -2.861
H -0.380 1.508 -0.976
H 5.463 -2.233 -0.115
H 4.023 -2.037 3.534
H -0.040 -0.408 0.542
H -2.026 -2.822 -2.517
H 1.711 1.594 -2.893
*
```



Q: Which value of calculated total energy does entry 2 give?
A: -53114.5287 eV



Q: The lowest calculated total energy belongs to which entry?
A: C21H30BBr2F3O9



Q: Look up the calculated total energy of the third one.
A: -59949.2070 eV



Q: The highest calculated total energy belongs to which entry?
A: C22H24N4O4S